No. 1
Here is one molecule with the formula C3H8N4O from OMol25. Energies are from ωB97M-V with the def2-TZVPD basis set.

The geometry in XYZ format:
```
16
Properties=species:S:1:pos:R:3:forces:R:3
C -2.22558 -0.42844 -1.57983 0.8 0.1 0.3
N -0.86625 -0.17101 -1.00009 -1.3 0.7 0.2
N -0.29534 1.04359 -1.51752 0.3 -1.3 0.0
C -0.53709 -0.55032 0.26856 -1.2 -0.4 -1.3
O -1.13030 -1.41973 0.87426 -1.2 -0.5 0.0
C 0.67996 -0.15123 0.92534 2.5 0.5 2.2
N 1.50682 0.81784 0.80677 -0.1 -0.9 -0.9
N 2.69409 0.76555 1.53294 0.8 -0.2 -0.9
H -3.05233 -0.00953 -0.87172 1.3 -0.5 -1.8
H -2.02000 -0.02433 -2.60490 -1.3 0.3 1.0
H -2.38491 -1.49592 -1.78196 0.0 0.2 0.7
H 0.61183 0.68824 -1.80363 0.3 0.9 -0.2
H -0.15411 1.66568 -0.73695 0.2 0.3 0.1
H 0.81094 -0.89728 1.72967 0.5 0.2 -0.3
H 3.39121 1.21855 0.90494 -0.7 -0.3 1.0
H 3.06071 -0.19933 1.73138 -0.9 1.0 -0.2
```
Forces are in eV/Å.

Computed properties:
Energy in Eh: -413.2802
LUMO in eV: 0.41
Charge: 0
SMILES: CN(N)C(=O)/C=N/N
Energy above the lowest of the compared OMol25 structures with the same formula, charge and spin in kJ/mol: 356.6
Orbital gap in eV: 9.9718
HOMO in eV: -9.559
F_max in eV/Å: 3.37

***

No. 2
Here is a 2-piece molecular cluster, C3H8N4O overall from OMol25. Energies are from ωB97M-V with the def2-TZVPD basis set.

The geometry in XYZ format:
```
16
Properties=species:S:1:pos:R:3:forces:R:3
C 1.60615 0.70239 0.03310 -0.3 -0.5 0.3
N 0.56017 0.93673 1.07556 0.1 0.1 -0.2
N 1.09606 0.89905 -1.17806 -0.4 0.0 0.0
O 2.69267 0.29800 0.41249 -0.2 0.2 -0.1
H 1.76103 0.64329 -1.89908 0.0 0.0 0.1
H 0.29233 1.91462 1.11726 0.1 0.0 0.0
H 0.90447 0.61186 1.97297 0.1 0.1 -0.1
H -0.25874 0.63437 -1.21503 0.6 0.0 0.1
C -1.17569 -0.03358 0.49421 -0.4 -0.1 -0.7
C -0.59176 -2.16715 -0.19145 -0.1 0.3 -0.1
N -0.63730 -1.31340 0.74143 0.4 0.0 0.2
N -1.36827 0.42636 -0.73583 0.0 -0.2 0.4
H -1.95232 1.25442 -0.76394 0.0 0.0 0.1
H -1.80863 0.30341 1.31219 0.2 0.1 0.0
H -1.02000 -1.99499 -1.18112 0.0 0.1 0.0
H -0.10016 -3.11537 0.00531 -0.1 0.0 0.0
```
Forces are in eV/Å.

Computed properties:
Energy in Eh: -413.3192
LUMO in eV: 0.20
Charge: 0
Energy above the lowest of the compared OMol25 structures with the same formula, charge and spin in kJ/mol: 254.3
Orbital gap in eV: 9.2620
HOMO in eV: -9.064
F_max in eV/Å: 0.84

***

No. 3
Here is one molecule with the formula C3H8N4O from OMol25. Energies are from ωB97M-V with the def2-TZVPD basis set.

The geometry in XYZ format:
```
16
Properties=species:S:1:pos:R:3:forces:R:3
N -0.90118 -0.79179 -2.31176 0.1 0.0 0.4
C -0.20878 0.36696 -2.52916 -1.1 -0.1 -2.0
N 0.59897 1.04477 -1.82192 0.2 -0.2 0.8
N 0.89979 0.55688 -0.53039 -0.8 -0.2 0.4
C 0.02247 0.24501 0.48366 -0.5 0.1 -0.8
O -1.18153 0.02971 0.30585 1.0 0.2 0.1
C 0.63950 0.19594 1.87173 0.5 0.6 -0.7
N 0.02305 -0.83920 2.64925 -0.6 -0.3 0.7
H -1.58794 -1.11791 -2.98257 0.4 0.5 0.0
H -1.19100 -0.93018 -1.35301 0.1 -0.1 0.2
H -0.35966 0.78615 -3.55063 0.2 -0.3 0.8
H 1.85546 0.76600 -0.30563 0.0 0.1 0.3
H 0.55958 1.21886 2.28951 -0.1 -0.2 -0.1
H 1.70798 0.02883 1.68382 0.0 -0.2 0.5
H -0.98256 -0.88158 2.44700 0.5 0.1 -0.1
H 0.10585 -0.67845 3.65424 0.1 0.0 -0.5
```
Forces are in eV/Å.

Computed properties:
Energy in Eh: -413.3606
LUMO in eV: 0.94
Charge: 0
SMILES: N/C=N\NC(=O)CN
Energy above the lowest of the compared OMol25 structures with the same formula, charge and spin in kJ/mol: 145.6
Orbital gap in eV: 9.8368
HOMO in eV: -8.892
F_max in eV/Å: 2.32

***

No. 4
Here is a 2-piece molecular cluster, C3H8N4O overall from OMol25. Energies are from ωB97M-V with the def2-TZVPD basis set.

The geometry in XYZ format:
```
16
Properties=species:S:1:pos:R:3:forces:R:3
C 0.31263 0.55438 -1.18156 3.8 -0.2 0.0
C 0.97047 1.03447 0.13474 -4.5 -1.7 -0.7
C -0.18357 1.10377 1.08102 -1.4 2.5 3.5
H -2.05342 -1.27838 -2.64391 5.5 0.6 1.8
H 0.33110 -1.11946 -2.43360 -4.5 -0.3 -0.3
H -0.71912 -0.80851 -0.04094 -0.1 0.4 0.3
H 1.31138 1.96059 -0.05910 1.7 3.1 -0.2
H 1.66773 0.33553 0.45111 1.7 -1.2 0.2
H -0.65206 2.19793 1.16300 0.8 -2.6 -0.1
H -0.42566 -1.30353 3.02049 1.0 0.1 -3.0
H 0.79490 -1.05979 1.71607 -1.1 -0.5 0.6
N -0.75404 -1.28026 -2.00295 -1.4 0.1 -0.6
N -0.68994 -0.29716 -0.91407 -0.7 -2.0 -3.7
N -0.62790 0.26429 1.98585 -0.6 4.8 -2.5
N -0.22272 -0.98296 1.98536 1.7 -2.9 2.8
O 0.94022 0.67908 -2.26149 -1.9 0.0 1.8
```
Forces are in eV/Å.

Computed properties:
Energy in Eh: -413.1632
LUMO in eV: 0.38
Charge: 0
Energy above the lowest of the compared OMol25 structures with the same formula, charge and spin in kJ/mol: 664.0
Orbital gap in eV: 9.3069
HOMO in eV: -8.926
F_max in eV/Å: 5.87

***

No. 5
Here is one molecule with the formula C3H8N4O from OMol25. Energies are from ωB97M-V with the def2-TZVPD basis set.

The geometry in XYZ format:
```
16
Properties=species:S:1:pos:R:3:forces:R:3
C -0.56071 -0.03730 0.12002 -0.6 -0.2 0.2
C 0.32300 0.49593 -1.12248 0.0 -0.1 0.5
N -1.97614 -1.71449 0.70573 -0.2 0.1 0.1
N 0.60914 -0.35980 -2.16711 0.1 0.0 0.0
N 1.26449 1.67399 0.78529 -0.3 -0.2 0.1
C 1.19535 0.52790 -0.02546 0.3 0.1 -0.5
O -1.32431 0.83300 0.84114 0.2 -0.2 -0.1
N -0.77910 -1.30753 0.17193 0.5 0.7 -0.3
H -0.83052 1.67006 0.87685 0.0 -0.1 -0.1
H -1.93018 -2.69041 0.95761 0.0 0.1 0.0
H -2.34121 -1.11937 1.44502 0.1 -0.1 0.0
H -0.20502 -0.68996 -2.66336 0.1 0.0 0.0
H 1.27890 -1.10980 -2.00956 -0.1 0.0 0.1
H 1.57377 2.50237 0.30146 -0.1 0.0 0.0
H 1.71181 1.54150 1.68140 0.1 0.1 -0.2
H 1.99073 -0.21609 0.10151 -0.1 -0.1 0.1
```
Forces are in eV/Å.

Computed properties:
Energy in Eh: -413.2380
LUMO (spin up / spin down) in eV: 0.70 / 0.70
Charge: 0
Energy above the lowest of the compared OMol25 structures with the same formula, charge and spin in kJ/mol: 467.4
Orbital gap (spin up / spin down) in eV: 7.7327 / 7.7333
HOMO (spin up / spin down) in eV: -7.030 / -7.031
F_max in eV/Å: 0.84

***

No. 6
Here is one molecule with the formula C3H8N4O from OMol25. Energies are from ωB97M-V with the def2-TZVPD basis set.

The geometry in XYZ format:
```
16
Properties=species:S:1:pos:R:3:forces:R:3
H 2.82701 -0.25057 0.91575 -0.3 0.0 -0.7
N 1.90899 0.19201 0.85703 -2.0 0.2 -0.3
C 1.02082 -0.57865 0.33575 1.2 -1.8 2.3
C 1.40878 -1.99436 -0.05053 -0.3 0.0 -0.4
N -0.42104 -0.43453 0.43030 2.1 0.3 -0.4
C -0.99644 0.72614 0.05004 1.3 2.3 -1.2
N -2.34569 0.70422 -0.13551 -1.2 0.6 0.1
N -0.22271 1.74432 -0.20561 -0.5 -0.9 0.9
O -0.97205 2.85056 -0.65890 0.0 0.5 -0.1
H 1.03053 -2.22535 -1.04924 0.0 -0.2 0.0
H 2.49311 -2.12954 -0.03631 -0.2 0.1 0.0
H 0.97107 -2.70427 0.65656 -0.1 0.0 -0.1
H -1.06033 -1.19573 0.59527 0.6 -0.3 -0.1
H -2.65195 0.05393 -0.84630 0.0 -0.1 0.1
H -2.63168 1.65431 -0.36844 -0.2 -0.3 0.0
H -0.35843 3.58750 -0.48983 -0.4 -0.5 -0.1
```
Forces are in eV/Å.

Computed properties:
Energy in Eh: -413.3025
LUMO in eV: 0.73
Charge: 0
SMILES: [H]/N=C(\C)N/C(N)=N/O
Energy above the lowest of the compared OMol25 structures with the same formula, charge and spin in kJ/mol: 298.2
Orbital gap in eV: 8.8343
HOMO in eV: -8.109
F_max in eV/Å: 3.19

***

No. 7
Here is a 2-piece molecular cluster, C3H8N4O3 overall from OMol25. Energies are from ωB97M-V with the def2-TZVPD basis set.

The geometry in XYZ format:
```
18
Properties=species:S:1:pos:R:3:forces:R:3
N -1.38857 -3.66692 0.50304 -1.1 0.3 -0.1
N -0.62789 -4.25108 -0.05460 -2.5 1.4 2.1
O 0.15844 -4.90792 -0.54320 3.2 -2.3 -2.3
N -0.04828 1.68613 0.60837 1.0 -0.9 -0.7
C 0.53747 0.89886 -0.50553 -1.2 0.4 -0.9
C -0.04622 -0.50907 -0.90797 1.4 3.1 3.8
N 0.40214 -1.34449 0.16124 0.9 -2.8 2.2
C -0.17025 -1.61013 1.39480 -0.2 -0.4 0.1
O 0.25426 -2.32858 2.28824 0.7 1.0 -1.0
O -1.36000 -1.02449 1.50270 -1.1 1.3 -0.5
H -0.93413 2.09806 0.40659 -0.6 0.1 -0.4
H -0.18725 1.06525 1.39956 0.1 0.2 -0.1
H 1.53677 0.67353 -0.22241 1.0 -0.1 0.3
H 0.64922 1.42067 -1.46439 -0.4 0.8 0.5
H -1.07325 -0.49659 -0.99229 -2.3 -0.2 -0.1
H 0.39026 -0.67096 -1.81613 1.2 -1.4 -2.3
H 1.39105 -1.55774 0.29841 -0.3 0.1 -0.9
H -1.63437 -0.90106 2.41595 0.1 -0.6 0.2
```
Forces are in eV/Å.

Computed properties:
Energy in Eh: -563.7881
LUMO in eV: 0.70
Charge: 0
SMILES: N#[N+][O-].NCCNC(=O)O
Energy above the lowest of the compared OMol25 structures with the same formula, charge and spin in kJ/mol: 0.0
Orbital gap in eV: 9.8709
HOMO in eV: -9.170
F_max in eV/Å: 5.13

***

No. 8
Here is one molecule with the formula C3H8N4S from OMol25. Energies are from ωB97M-V with the def2-TZVPD basis set.

The geometry in XYZ format:
```
16
Properties=species:S:1:pos:R:3:forces:R:3
H -0.51442 -3.31802 1.57636 -0.4 -0.1 0.2
N 0.42395 -3.26809 1.20140 0.3 0.7 -0.4
C 0.67429 -2.11191 0.73148 0.1 -0.5 0.2
N -0.13879 -0.97797 0.75597 -0.7 -0.7 0.3
N 0.14083 0.02937 -0.14173 0.0 0.4 -0.4
C -0.37810 -0.11469 -1.49854 -0.4 0.5 0.3
C 0.22603 1.29059 0.41931 -0.1 0.4 -0.1
N 0.02877 2.34142 -0.28787 0.2 -0.6 0.7
S 0.32135 3.82781 0.51619 -0.2 0.0 -0.4
H 1.65496 -1.92625 0.29211 -0.1 0.1 0.0
H -1.14410 -1.16150 0.90979 0.7 0.1 -0.1
H -0.14207 -1.10648 -1.84144 0.2 -0.3 -0.3
H 0.06569 0.66424 -2.11956 0.0 -0.2 0.0
H -1.47368 0.01414 -1.54946 0.2 0.0 0.2
H 0.48860 1.23828 1.49448 -0.1 0.2 -0.5
H -0.23332 4.57907 -0.45847 0.1 -0.1 0.3
```
Forces are in eV/Å.

Computed properties:
Energy in Eh: -736.2534
LUMO in eV: 0.75
Charge: 0
SMILES: [H]/N=C\NN(C)/C=N/S
Energy above the lowest of the compared OMol25 structures with the same formula, charge and spin in kJ/mol: 170.0
Orbital gap in eV: 9.1154
HOMO in eV: -8.362
F_max in eV/Å: 1.07

***

No. 9
Here is a 2-piece molecular cluster, C3H8N5 overall from OMol25. Energies are from ωB97M-V with the def2-TZVPD basis set.

The geometry in XYZ format:
```
16
Properties=species:S:1:pos:R:3:forces:R:3
C 0.68612 -1.76367 0.62474 -1.8 -0.2 1.6
C -1.11464 1.44112 -0.02757 0.3 -0.9 1.6
C -0.08424 -1.78697 1.63405 2.1 1.6 -2.8
N -0.20826 1.44857 -0.90335 0.6 -1.0 -0.9
N -0.02203 2.34274 -1.87807 -0.8 0.9 1.0
N 1.55260 -1.72804 -0.32721 -0.3 0.5 0.1
N 1.48356 -0.82804 -1.23018 1.5 -0.1 -1.4
N -0.63124 -1.96331 2.77460 -1.6 2.0 1.1
H -0.65344 3.11327 -2.04088 -0.3 -0.1 0.1
H -0.94489 0.59802 0.75290 -0.9 1.7 -1.3
H 0.47040 2.01314 -2.65714 0.7 -0.4 -0.9
H 0.66819 -0.19637 -1.34051 0.3 0.4 0.7
H 2.30554 -0.71861 -1.90448 -1.6 -0.7 1.4
H -0.36413 -2.86336 3.03640 0.0 -1.7 2.0
H -1.24215 -1.30518 3.43794 1.7 -1.9 -2.5
H -1.90139 2.19671 0.04875 0.1 -0.2 0.2
```
Forces are in eV/Å.

Computed properties:
Energy in Eh: -392.4539
LUMO in eV: -5.30
Charge: +1
Energy above the lowest of the compared OMol25 structures with the same formula, charge and spin in kJ/mol: 508.0
Orbital gap in eV: 7.2784
HOMO in eV: -12.578
F_max in eV/Å: 3.81

***

No. 10
Here is a 2-piece molecular cluster, C3H8N5 overall from OMol25. Energies are from ωB97M-V with the def2-TZVPD basis set.

The geometry in XYZ format:
```
16
Properties=species:S:1:pos:R:3:forces:R:3
C -0.92084 1.40087 -0.63335 -2.8 -4.1 1.0
C -2.01968 -0.33585 -0.14008 2.8 4.1 -1.1
C 0.26351 1.50298 -0.14246 1.1 0.0 0.4
N 1.47846 2.15977 -0.12398 0.3 0.1 -1.1
N -1.55928 -1.47765 0.16320 -0.9 -0.6 0.0
N 1.26640 0.92253 0.63848 -0.5 0.2 0.8
N 1.87856 -0.22461 0.11077 0.4 -0.1 -0.4
N -0.30577 -1.88330 0.35286 0.8 -0.2 0.2
H -1.57933 1.97715 -1.23370 -0.2 0.4 -0.3
H -3.06630 -0.12284 -0.20656 -0.4 -0.4 0.1
H 1.56934 2.99930 0.44002 -0.1 -0.2 0.4
H -2.24141 -2.22933 0.34278 0.2 0.4 -0.1
H 2.66953 -0.46220 0.70510 -0.1 0.2 -0.1
H 2.20530 -0.09089 -0.85031 0.0 0.2 0.1
H 0.51389 -1.25627 0.19680 -0.3 0.0 -0.1
H -0.15236 -2.87967 0.38043 -0.3 0.1 -0.1
```
Forces are in eV/Å.

Computed properties:
Energy in Eh: -392.3906
LUMO in eV: -3.70
Charge: +1
Energy above the lowest of the compared OMol25 structures with the same formula, charge and spin in kJ/mol: 674.3
Orbital gap in eV: 10.2344
HOMO in eV: -13.938
F_max in eV/Å: 5.08

***

No. 11
Here is a 2-piece molecular cluster, C3H8NO overall from OMol25. Energies are from ωB97M-V with the def2-TZVPD basis set.

The geometry in XYZ format:
```
13
Properties=species:S:1:pos:R:3:forces:R:3
C -0.08994 -1.31132 0.04595 0.5 -0.3 -0.2
C -2.39160 0.52847 -0.19294 -0.3 0.6 -0.3
C 1.53321 0.43816 0.41757 0.7 0.6 0.5
N 0.75022 -0.44667 -0.40490 -0.2 -0.3 -0.5
O -1.89106 -0.37946 0.41343 -0.3 -0.3 0.5
H -0.56939 -2.00089 -0.63345 0.0 0.1 -0.1
H -0.08554 -1.55963 1.09998 0.0 0.2 -0.1
H -3.35375 0.95738 0.11532 0.0 -0.1 0.1
H -1.91799 0.98208 -1.07684 0.1 -0.1 0.0
H 2.59640 0.27149 0.24146 -0.1 -0.1 0.0
H 1.31677 1.47831 0.17254 -0.1 -0.1 0.0
H 1.31814 0.25831 1.46838 0.0 0.0 0.0
H 0.84008 -0.30209 -1.40701 -0.1 -0.2 0.1
```
Forces are in eV/Å.

Computed properties:
Energy in Eh: -248.7956
LUMO in eV: -3.92
Charge: +1
Energy above the lowest of the compared OMol25 structures with the same formula, charge and spin in kJ/mol: 105.8
Orbital gap in eV: 11.2511
HOMO in eV: -15.170
F_max in eV/Å: 0.99

***

No. 12
Here is an isolated ion of composition C3H8NO and charge +1 from OMol25. Energies are from ωB97M-V with the def2-TZVPD basis set.

The geometry in XYZ format:
```
13
Properties=species:S:1:pos:R:3:forces:R:3
C -0.98925 -0.49501 0.87162 -0.2 0.9 2.8
C 0.10378 0.28035 0.15069 -1.1 1.2 0.7
N 1.21089 -0.60493 -0.29408 1.7 1.1 -0.6
C -0.44480 1.13743 -1.06021 2.5 -0.2 1.3
O 0.30102 1.34786 -1.96972 -0.2 -0.4 -0.5
H -1.63928 -1.04502 0.19692 0.1 -0.4 0.2
H -1.63215 0.27212 1.44572 0.8 -1.0 -1.2
H -0.58079 -1.07076 1.79618 -0.6 0.4 -2.0
H 0.56867 0.94543 0.93741 -0.5 -0.2 -1.2
H 1.71787 -0.32756 -1.19748 -0.9 0.3 1.3
H 0.86902 -1.52566 -0.46323 -0.2 -1.2 0.1
H 1.87807 -0.57906 0.50162 -0.1 -0.6 -0.9
H -1.36304 1.66478 -0.91544 -1.1 0.2 0.1
```
Forces are in eV/Å.

Computed properties:
Energy in Eh: -248.8155
LUMO in eV: -4.14
Charge: +1
SMILES: C[C@@H]([NH3+])C=O
Energy above the lowest of the compared OMol25 structures with the same formula, charge and spin in kJ/mol: 53.6
Orbital gap in eV: 10.9702
HOMO in eV: -15.114
F_max in eV/Å: 2.90

***

Q: Which value of energy does entry 1 give?
A: -413.2802 Eh